{"formula": "C6H7N", "method": "ωB97M-V/def2-TZVPD", "species": ["C", "C", "N", "C", "C", "C", "C", "H", "H", "H", "H", "H", "H", "H"], "coordinates": [[-2.41, 0.71, -0.01], [-1.68, -0.29, 0.63], [-0.64, -1.09, -0.15], [-0.02, 0.12, -0.41], [-0.94, 1.09, 0.02], [2.28, -0.65, -0.26], [1.41, 0.31, -0.43], [-2.92, 0.64, -0.97], [-1.60, -0.30, 1.72], [0.09, -1.65, 0.28], [-0.59, 1.85, 0.72], [1.98, -1.69, -0.34], [3.32, -0.38, -0.15], [1.73, 1.32, -0.64]], "energy_ev": -7818.792, "multiplicity": 1, "total_charge": 0, "e_homo_ev": -6.921, "max_force_ha_per_bohr": 0.0446, "homo_lumo_gap_ev": 6.2}